2 unconnected molecules or ions with the total composition C11H13F2N3O8S2 in a non-equilibrium geometry, computed with the ωB97M-V functional and the def2-TZVPD basis.

Last column: natural (NBO) charge in e.
Atoms and positions in Å:
C 5.40 -1.31 1.02  -0.316
C 5.31 -0.06 0.17  -0.309
C 4.16 1.04 0.68  0.216
C 2.63 0.48 0.99  -0.165
C 1.50 1.57 1.46  -0.053
C -0.09 1.25 1.78  0.722
O -0.97 2.14 1.25  -0.540
O -0.60 0.15 2.60  -0.498
C -1.99 -0.19 2.27  -0.129
C -2.17 -0.80 0.73  -0.103
O -3.61 -1.05 0.44  -0.513
C -4.21 0.09 -0.28  0.599
O -5.52 0.41 -0.12  -0.552
C 2.00 3.14 1.63  0.222
N 1.11 4.28 2.10  -0.768
C 3.59 3.51 1.28  0.015
N 4.60 2.48 0.82  -0.501
H 5.06 -2.33 0.57  0.250
H 5.78 -1.13 2.12  0.233
H 5.97 0.10 -0.80  0.269
H 2.35 -0.66 0.87  0.308
H -2.76 0.70 2.49  0.223
H -2.36 -1.08 2.98  0.230
H -1.58 -1.83 0.70  0.225
H -1.73 -0.05 -0.06  0.205
H -3.61 0.74 -1.06  0.190
H 1.71 4.89 2.70  0.389
H 0.34 3.93 2.72  0.417
H 3.97 4.63 1.37  0.264
H 5.59 2.74 0.58  0.464
N -3.43 -3.72 -3.09  -1.176
S -2.34 -2.60 -3.20  2.466
O -2.79 -1.21 -3.16  -0.945
O -1.17 -2.87 -4.03  -0.920
F -1.69 -2.72 -1.74  -0.529
S -4.32 -3.79 -4.38  2.464
O -5.55 -4.57 -4.22  -0.926
O -3.65 -3.99 -5.67  -0.923
F -4.91 -2.32 -4.53  -0.504

HOMO level = -8.366 eV
charge = 0